--- w ---
{"formula": "C2H3N3O", "method": "ωB97M-V with the def2-TZVPD basis set", "elements": ["O", "C", "N", "N", "C", "N", "H", "H", "H"], "positions_angstrom": [[2.1463, -0.4340, -0.3208], [0.8499, -0.1128, -0.1740], [0.3291, 1.0374, 0.2278], [-1.0103, 0.7166, 0.2493], [-1.1751, -0.5584, -0.1172], [-0.0302, -1.1117, -0.4265], [2.7541, 0.2353, 0.0113], [-1.7387, 1.2996, 0.6429], [-2.1250, -1.0719, -0.0927]], "smiles": "Oc1nc[nH]n1"}


--- x ---
{"formula": "C2H3N3O", "method": "ωB97M-V with the def2-TZVPD basis set", "elements": ["C", "C", "H", "H", "H", "N", "N", "N", "O"], "positions_angstrom": [[-0.4378, -0.1967, -1.0291], [1.1453, -0.3034, 0.3223], [2.0272, -0.4458, 0.7829], [-0.0769, 0.1261, 1.8471], [-1.8339, 0.8832, -0.1377], [0.8383, -0.8215, -0.8751], [0.3125, 0.7632, 0.9504], [-0.9041, 0.1946, 0.2195], [-1.0706, -0.1997, -2.0803]], "smiles": "O=c1nc[nH][nH]1"}


From most stable to least stable, the computed energies give w, x.


--- w ---
{"formula": "C5H4O3", "method": "ωB97M-V with the def2-TZVPD basis set", "elements": ["C", "C", "C", "C", "C", "H", "H", "H", "H", "O", "O", "O"], "positions_angstrom": [[-0.4000, -1.1105, 1.1329], [-0.0403, 0.0774, 0.4972], [0.9935, 0.1940, -0.7097], [0.3954, 1.1083, -1.4690], [-1.0840, 1.1303, 0.1121], [1.7455, -1.4940, 1.3682], [-1.2749, -1.4298, 1.6735], [1.7026, -0.7084, -0.9306], [0.4854, 1.5111, -2.6081], [0.4583, -2.0376, 1.3086], [-0.8905, 1.4053, -1.1912], [-2.0911, 1.3537, 0.8161]]}


--- x ---
{"formula": "C5H4O3", "method": "ωB97M-V with the def2-TZVPD basis set", "elements": ["C", "C", "C", "C", "C", "H", "H", "H", "H", "O", "O", "O"], "positions_angstrom": [[0.8306, 0.6700, 1.2480], [-0.0750, 0.3328, 0.2176], [-1.4190, 0.0773, 0.0908], [-1.5999, -0.6833, -1.0920], [0.5286, -0.3120, -0.9000], [2.3570, 0.5379, 0.1272], [0.5381, 1.1237, 2.2694], [-2.2014, 0.4480, 0.7769], [-2.4966, -1.3674, -1.2425], [2.1388, 0.6849, 1.2179], [-0.3384, -1.1267, -1.5383], [1.7372, -0.3852, -1.1749]], "smiles": "O=C1OC=C/C1=C/O"}


--- y ---
{"formula": "C5H4O3", "method": "ωB97M-V with the def2-TZVPD basis set", "elements": ["C", "C", "C", "C", "C", "H", "H", "H", "H", "O", "O", "O"], "positions_angstrom": [[-0.2249, 0.5721, -1.0139], [-0.9054, 0.6246, 0.3583], [-0.0850, -1.0074, -0.4976], [0.7299, -0.9745, 0.8035], [0.2008, 0.2167, 1.3499], [-1.7222, 1.3519, 0.6816], [-0.3290, -1.9421, -0.9543], [1.1233, -1.8466, 1.4343], [0.1752, 0.3969, 2.5451], [0.1315, 1.1373, -2.0003], [-1.4026, -0.7803, 0.0340], [1.5786, 0.3243, 0.7529]]}


From most stable to least stable, the computed energies give x, y, w.


--- w ---
{"formula": "C5H4O3", "method": "ωB97M-V with the def2-TZVPD basis set", "elements": ["C", "C", "C", "C", "C", "H", "H", "H", "H", "O", "O", "O"], "positions_angstrom": [[0.2086, -0.6933, 0.6545], [0.9749, 0.4566, 0.1207], [0.1795, 1.7163, 0.1210], [-1.1421, 1.3746, 0.1790], [-1.1715, -0.1351, 0.2135], [0.6693, -1.8050, -0.8440], [0.1182, -1.0363, 1.6089], [0.5740, 2.6488, -0.5085], [-1.7511, 2.3148, -0.3264], [0.7003, -1.8081, 0.0139], [2.1203, 0.3180, -0.4461], [-2.0591, -0.8146, -0.5255]], "smiles": "O=C1C=CC(=O)C1O"}


--- x ---
{"formula": "C5H4O3", "method": "ωB97M-V with the def2-TZVPD basis set", "elements": ["C", "C", "C", "C", "C", "H", "H", "H", "H", "O", "O", "O"], "positions_angstrom": [[2.0045, 0.3688, -0.0231], [0.5685, 0.3979, 0.6470], [-0.5360, -0.6493, -0.1362], [-1.9909, -0.2109, -0.1483], [-2.9210, 0.8090, -0.3318], [1.8783, -1.5260, -0.4344], [0.0549, 1.1493, 1.4040], [-0.4296, -1.1611, -1.1842], [-3.9182, 1.3254, -0.1194], [2.3149, -0.8038, -0.6650], [2.6254, 1.3917, 0.0144], [0.3492, -1.0911, 0.9771]], "smiles": "C#C[C@@H]1O[C@H]1C(=O)O"}


From most stable to least stable, the computed energies give w, x.


--- w ---
{"formula": "C5H10NO2", "method": "ωB97M-V with the def2-TZVPD basis set", "elements": ["O", "C", "N", "C", "C", "C", "O", "C", "H", "H", "H", "H", "H", "H", "H", "H", "H", "H"], "positions_angstrom": [[-2.0800, 1.7895, 2.0319], [-1.4455, 1.2299, 1.1501], [-0.9734, -0.0389, 1.3516], [-0.2867, -0.9496, 0.4075], [1.1726, -0.7290, 0.1292], [1.4935, -1.1212, -1.4832], [1.9889, -2.3250, -1.6536], [-1.0393, 1.8153, -0.1629], [-1.1205, -0.3275, 2.2970], [-0.8516, -0.9617, -0.5264], [-0.4191, -1.9324, 0.8622], [1.6232, 0.2652, 0.1995], [1.8456, -1.3635, 0.6945], [0.4845, -0.8424, -1.9249], [2.2236, -0.3587, -1.8294], [0.0417, 1.6997, -0.2909], [-1.2275, 2.8832, -0.2316], [-1.4300, 1.2671, -1.0205]], "smiles": "CC(=O)NCCC[O-]", "total_charge": -1}


--- x ---
{"formula": "C5H10NO2", "method": "ωB97M-V with the def2-TZVPD basis set", "elements": ["O", "C", "O", "C", "C", "C", "C", "N", "H", "H", "H", "H", "H", "H", "H", "H", "H", "H"], "positions_angstrom": [[3.0715, -0.7433, 1.1095], [3.0876, 0.1720, 0.2659], [3.4023, 0.2057, -0.9475], [-1.7099, -0.9161, 1.2137], [-0.4990, -0.9963, 0.2761], [-0.0117, 0.2343, -0.4714], [-1.0089, 0.9800, -1.3772], [-2.7111, -0.0434, 1.1038], [-1.7106, 0.4746, 1.3989], [-0.7432, -1.7850, -0.4738], [0.3248, -1.3622, 0.8734], [0.8721, -0.0582, -1.0408], [0.3143, 0.9562, 0.3007], [-1.6268, -1.7913, 1.8888], [-1.8254, 1.3072, -0.7368], [-1.3273, 0.3113, -2.1778], [2.6974, 1.1744, 0.5967], [-0.5962, 1.8802, -1.8022]], "total_charge": -1}


--- y ---
{"formula": "C5H10NO2", "method": "ωB97M-V with the def2-TZVPD basis set", "elements": ["O", "C", "C", "C", "C", "N", "C", "O", "H", "H", "H", "H", "H", "H", "H", "H", "H", "H"], "positions_angstrom": [[2.1765, 0.5707, 1.2776], [1.8662, 0.8221, 0.0206], [0.3790, 0.4307, -0.2599], [0.1144, -1.0074, 0.2900], [-0.3098, -1.0254, 1.7429], [-0.0528, 0.6067, -1.6927], [-1.2878, 0.6723, -1.8829], [-2.4088, -0.2104, -1.5631], [1.9317, 1.8654, -0.3761], [-0.1933, 1.0713, 0.4298], [-0.6976, -1.4471, -0.2945], [1.0389, -1.5549, 0.0983], [-1.2496, -0.5057, 1.9712], [-0.3934, -2.0181, 2.1957], [0.4324, -0.4668, 2.3177], [2.4368, 0.1925, -0.7116], [-2.1691, 0.6065, -0.9217], [-1.6137, 1.3975, -2.6413]], "total_charge": -1}


--- z ---
{"formula": "C5H10NO2", "method": "ωB97M-V with the def2-TZVPD basis set", "elements": ["C", "C", "C", "C", "N", "C", "O", "O", "H", "H", "H", "H", "H", "H", "H", "H", "H", "H"], "positions_angstrom": [[0.5961, -0.3619, 0.8133], [0.7311, 1.1821, 0.6763], [0.9737, 1.6131, -0.7517], [1.8112, 1.7291, 1.6056], [-0.6908, -0.8969, 0.5711], [-1.1318, -1.1194, -0.8001], [-0.2423, -1.4517, -1.6100], [-2.3469, -0.8875, -0.9834], [0.9743, -0.6036, 1.8106], [1.3193, -0.7790, 0.1133], [-0.2232, 1.6487, 0.9799], [0.2770, 1.1830, -1.4656], [1.9780, 1.3616, -1.1121], [0.8764, 2.7007, -0.8943], [1.8980, 2.8175, 1.5962], [2.7895, 1.3320, 1.2979], [1.6638, 1.3780, 2.6334], [-1.4418, -0.4860, 1.1127]], "smiles": "CC(C)CNC(=O)[O-]", "total_charge": -1}


From most stable to least stable, the computed energies give z, w, x, y.